C33H46ClNO2P4Tc | ωB97M-V with the def2-TZVPD basis set

Output
⟨S²⟩: 3.794
Charge: +2
Spin multiplicity: 4
E: -3396.18895 Ha

Last column: Löwdin spin population.
Atoms and positions in Å:
P -1.458 -0.944 -5.406  0.009
C -3.188 -0.978 -6.077  0.001
C -3.609 -0.187 -7.158  0.000
H -2.980 0.617 -7.529  0.000
C -4.855 -0.416 -7.736  0.000
H -5.147 0.177 -8.597  0.000
C -5.706 -1.404 -7.235  0.000
H -6.649 -1.632 -7.751  0.000
C -5.297 -2.130 -6.117  0.000
H -5.939 -2.883 -5.692  0.000
C -4.056 -1.929 -5.544  0.000
H -3.759 -2.474 -4.663  0.000
C -0.823 0.505 -6.323  0.002
C -1.105 1.763 -5.785  0.001
H -1.540 1.821 -4.794  0.000
C -0.813 2.910 -6.508  0.000
H -1.066 3.861 -6.067  0.000
C -0.238 2.828 -7.773  0.000
H -0.080 3.719 -8.376  0.000
C 0.100 1.579 -8.291  0.000
H 0.567 1.477 -9.270  0.000
C -0.179 0.413 -7.572  0.000
H 0.112 -0.568 -7.967  0.000
C -0.758 -2.281 -6.450  0.001
C -1.406 -2.811 -7.576  0.000
H -2.444 -2.563 -7.788  0.000
C -0.717 -3.685 -8.410  0.000
H -1.213 -4.059 -9.298  0.000
C 0.598 -4.061 -8.121  0.000
H 1.157 -4.697 -8.826  0.000
C 1.183 -3.588 -6.946  0.000
H 2.174 -3.901 -6.672  0.000
C 0.525 -2.699 -6.120  0.000
H 0.979 -2.363 -5.204  0.000
Tc -0.095 -0.017 -0.442  2.407
C 1.643 0.955 -0.652  -0.037
C 2.083 1.219 -1.906  0.124
H 2.205 1.216 0.264  -0.001
C 1.258 0.817 -3.115  0.011
O 2.117 0.018 -3.907  0.003
H 1.633 -0.248 -4.701  0.000
C -0.165 0.009 -2.743  -0.021
H 1.115 1.807 -3.625  0.003
C -1.027 -0.725 -3.554  0.066
Cl -2.155 -1.071 0.144  0.139
P 1.010 -2.073 -0.121  0.013
P -1.430 1.952 -0.083  0.001
C 0.352 -3.107 1.212  0.000
H -0.743 -3.173 1.094  0.001
H 0.588 -2.715 2.222  0.000
H 0.811 -4.103 1.089  -0.001
C 1.017 -3.138 -1.568  0.007
H 1.557 -2.634 -2.400  0.000
H -0.034 -3.327 -1.876  0.000
H 1.522 -4.101 -1.321  0.001
C 2.766 -1.882 0.306  0.005
H 2.886 -1.332 1.256  0.000
H 3.245 -1.324 -0.515  -0.001
H 3.217 -2.885 0.398  0.000
C -2.187 2.090 1.567  0.000
H -1.431 2.337 2.339  0.001
H -2.667 1.124 1.801  0.001
H -2.950 2.892 1.553  -0.001
C -0.458 3.485 -0.251  0.005
H 0.072 3.436 -1.215  0.000
H 0.276 3.546 0.570  0.000
H -1.124 4.365 -0.230  0.000
C -2.855 2.190 -1.190  0.002
H -3.550 1.338 -1.071  0.000
H -2.496 2.229 -2.235  0.000
H -3.378 3.136 -0.942  0.000
P 3.737 1.994 -2.136  0.016
C 4.269 2.673 -0.614  0.000
C 3.639 3.264 -3.390  0.003
H 4.354 1.891 0.136  0.000
H 3.568 3.441 -0.293  0.000
H 5.240 3.105 -0.845  0.000
H 3.115 2.899 -4.288  0.000
H 4.677 3.531 -3.646  0.000
H 3.119 4.149 -2.990  0.000
C 4.866 0.713 -2.681  0.006
H 5.238 0.123 -1.822  0.000
H 5.714 1.224 -3.171  0.001
H 4.347 0.045 -3.394  0.000
H -2.024 -0.944 -3.131  0.002
O 0.356 -0.156 3.724  0.083
C 0.381 0.054 2.547  0.066
N 0.406 0.271 1.365  0.079

---

C3H3FN2O | ωB97M-V with the def2-TZVPD basis set

Output
Energy above the lowest of the compared OMol25 structures with the same formula, charge and spin: 6.456 eV
E: -400.51000 Ha

Last column: natural (NBO) charge in e.
Atoms and positions in Å:
C -0.262 0.014 0.102  0.250
C 1.976 0.976 -0.132  0.793
C -1.597 -0.632 0.242  -0.647
N 0.221 0.941 0.873  -0.388
N 0.595 -0.565 -0.821  -0.254
O 1.739 0.009 -0.897  -0.225
F 3.112 1.561 0.060  -0.259
H -2.485 0.176 0.448  0.242
H -1.711 -1.108 -0.835  0.252
H -1.589 -1.371 0.961  0.235

---

CH3O3 | ωB97M-V with the def2-TZVPD basis set

Output
Energy above the lowest of the compared OMol25 structures with the same formula, charge and spin: 0.485 eV
Charge: -1
E: -265.67998 Ha

Last column: natural (NBO) charge in e.
Atoms and positions in Å:
O -1.526 -0.060 1.281  -1.024
H -0.736 -0.139 0.586  0.504
O 0.588 0.836 -1.411  -0.738
C 1.010 -0.110 -0.788  0.634
O 0.790 -0.523 0.402  -0.801
H 1.586 -0.891 -1.346  -0.014
H -1.712 0.888 1.276  0.439

---

C5H9NO | ωB97M-V with the def2-TZVPD basis set

Output
Energy above the lowest of the compared OMol25 structures with the same formula, charge and spin: 1.902 eV
SMILES string: CCC(=O)CC#N.[H][H]
E: -325.86767 Ha

Last column: natural (NBO) charge in e.
Atoms and positions in Å:
C -1.201 -1.686 0.341  -0.608
C 0.104 -0.914 0.194  -0.524
C 0.008 0.246 -0.770  0.628
O -0.909 0.403 -1.542  -0.531
C 1.123 1.307 -0.746  -0.627
C 2.381 0.885 -0.130  0.278
N 3.371 0.543 0.360  -0.310
H -1.027 -2.645 0.836  0.216
H -1.918 -1.119 0.942  0.214
H -1.658 -1.870 -0.634  0.228
H 0.465 -0.542 1.162  0.233
H 0.914 -1.561 -0.178  0.246
H 0.730 2.168 -0.191  0.279
H 1.301 1.641 -1.772  0.279
H -1.725 1.639 1.411  -0.009
H -1.959 1.506 0.717  0.008